# 1
{"formula": "C29H59FIN2O9P", "method": "ωB97M-V/def2-TZVPD", "species": ["C", "C", "C", "O", "O", "C", "C", "C", "O", "C", "C", "O", "C", "C", "F", "C", "C", "C", "C", "C", "C", "C", "C", "C", "C", "C", "O", "C", "O", "N", "O", "O", "C", "I", "P", "N", "O", "H", "H", "H", "H", "H", "H", "H", "H", "H", "H", "H", "H", "H", "H", "H", "H", "H", "H", "H", "H", "H", "H", "H", "H", "H", "H", "H", "H", "H", "H", "H", "H", "H", "H", "H", "H", "H", "H", "H", "H", "H", "H", "H", "H", "H", "C", "C", "C", "C", "C", "C", "H", "H", "H", "H", "H", "H", "H", "H", "H", "H", "H", "H", "H", "H"], "xyz": [[4.04628, -0.34923, 5.74979], [4.28675, -0.04338, 4.27241], [3.02466, 0.37709, 3.45824], [2.02936, 0.79372, 4.34088], [3.47855, 1.41882, 2.61952], [2.50936, 2.31925, 2.10776], [3.06925, 2.77974, 0.74683], [2.06294, 2.65243, -0.38319], [2.83570, 2.57326, -1.59814], [2.14148, 2.43090, -2.76593], [0.71737, 2.94034, -2.84886], [2.71416, 1.93903, -3.74119], [2.28006, 3.55102, 3.03494], [0.86731, 3.61124, 3.60750], [3.20317, 3.57534, 4.07134], [2.48299, -0.82627, 2.64283], [2.07826, -1.98749, 3.54085], [1.64571, -3.24076, 2.75011], [0.15212, -3.64477, 2.89411], [-0.45985, -3.85987, 1.50930], [-1.96051, -4.17800, 1.47051], [-2.87016, -3.19486, 2.21462], [-3.42437, -2.08531, 1.32111], [-3.99844, -0.93865, 2.16289], [-4.11095, 0.40160, 1.42999], [-4.63730, 0.28304, 0.01367], [-5.08323, 1.55814, -0.43872], [-6.14850, 1.38959, -1.34681], [1.37812, -0.43934, 1.80625], [0.16413, -0.28550, 2.51372], [-0.72847, -0.52259, 1.81356], [3.50120, -1.31976, 1.80955], [3.62971, -0.75478, 0.53860], [2.51530, -1.89107, -0.97398], [5.48321, -0.76557, 0.16635], [5.55194, -0.93490, -1.51991], [5.95733, -2.22031, 0.75954], [4.98385, -0.72833, 6.15533], [3.84364, 0.56545, 6.29952], [3.28943, -1.10166, 5.92917], [4.77250, -0.90442, 3.81941], [4.99165, 0.77957, 4.18754], [2.35272, 1.57477, 4.80181], [1.53152, 1.87999, 1.94970], [3.47458, 3.78590, 0.77739], [3.90629, 2.13120, 0.49971], [1.47263, 3.56726, -0.42695], [1.43607, 1.76705, -0.29703], [0.70395, 3.99732, -2.59345], [0.36931, 2.82755, -3.86589], [0.08914, 2.36747, -2.17168], [2.40079, 4.47844, 2.47941], [0.61656, 4.64278, 3.84403], [0.13994, 3.27792, 2.87247], [0.77555, 3.02901, 4.51841], [1.33961, -1.68108, 4.27526], [2.95656, -2.29177, 4.10090], [1.85828, -3.13285, 1.69229], [2.23620, -4.07389, 3.11957], [-0.38131, -2.90989, 3.49081], [0.08716, -4.60359, 3.40719], [0.05083, -4.72591, 1.08288], [-0.22158, -3.03461, 0.83835], [-2.11247, -5.18218, 1.86208], [-2.26126, -4.14562, 0.42370], [-2.40274, -2.73576, 3.08219], [-3.71645, -3.76387, 2.60262], [-2.65814, -1.68413, 0.65827], [-4.20511, -2.49272, 0.67958], [-3.37739, -0.77764, 3.04117], [-4.98204, -1.24924, 2.51853], [-4.82756, 1.01356, 1.98042], [-3.17118, 0.94876, 1.48427], [-5.49165, -0.39648, 0.02847], [-3.84274, -0.08948, -0.63498], [-6.36370, 2.34057, -1.82630], [-7.05116, 1.05094, -0.83347], [-5.88496, 0.68219, -2.13664], [3.34240, 0.28496, 0.49950], [5.99335, -1.79770, -1.81582], [6.09307, -0.14739, -1.85010], [6.31530, -2.03026, 1.62884], [-2.68635, -1.13943, -7.99313], [-2.55386, 0.34870, -7.68189], [-1.45168, 0.66201, -6.67144], [-1.65215, 0.04513, -5.28663], [-2.95939, 0.42703, -4.59362], [-3.08473, 1.92273, -4.31788], [-2.96269, -1.71414, -7.10791], [-3.45796, -1.30749, -8.74579], [-1.74777, -1.54063, -8.38038], [-3.51377, 0.73706, -7.33041], [-2.33118, 0.88205, -8.60972], [-1.35722, 1.74783, -6.57771], [-0.49435, 0.31275, -7.06966], [-0.81193, 0.34313, -4.65084], [-1.59693, -1.04438, -5.36057], [-3.01406, -0.11043, -3.64250], [-3.81693, 0.09078, -5.18307], [-2.25906, 2.27307, -3.69488], [-4.01633, 2.13395, -3.79050], [-3.08782, 2.50588, -5.24003]], "homo_lumo_gap_ev": 8.209, "max_force_ev_per_a": 2.83, "homo_energy_ev": -8.32, "multiplicity": 1, "smiles": "CC[C@@](O)(O[C@H](CCOC(C)=O)[C@@H](C)F)[C@@](CCCCCCCCCCOC)(ON=O)O[C@H](I)P(N)O.CCCCCC"}

---

# 2
{"formula": "C27H47Cl3F2O16S5", "method": "ωB97M-V/def2-TZVPD", "species": ["O", "C", "O", "C", "C", "F", "O", "H", "H", "H", "O", "C", "O", "C", "C", "F", "O", "H", "H", "H", "O", "S", "O", "C", "C", "C", "C", "H", "H", "H", "H", "H", "H", "H", "H", "O", "S", "O", "C", "C", "C", "C", "H", "H", "H", "H", "H", "H", "H", "H", "O", "S", "O", "C", "C", "C", "C", "H", "H", "H", "H", "H", "H", "H", "H", "O", "S", "O", "C", "C", "C", "C", "H", "H", "H", "H", "H", "H", "H", "H", "O", "S", "O", "C", "C", "C", "C", "H", "H", "H", "H", "H", "H", "H", "H", "Cl", "C", "Cl", "Cl", "H"], "xyz": [[7.49232, 13.46464, 14.65650], [8.32227, 13.88698, 13.91268], [9.63816, 14.03405, 14.18496], [10.36507, 14.53175, 13.10911], [9.28549, 14.32515, 11.91662], [9.52265, 13.16133, 11.32275], [8.09425, 14.34436, 12.62259], [10.61649, 15.58583, 13.19267], [11.20759, 13.80927, 12.98679], [9.21760, 15.11899, 11.13001], [10.27229, 17.71121, 13.12940], [10.92566, 17.88210, 12.18538], [10.83846, 18.84289, 11.27028], [11.74592, 18.51194, 10.19082], [12.66146, 17.52594, 10.89158], [13.74272, 18.36014, 11.40163], [11.95240, 17.00606, 11.88191], [11.17143, 18.10086, 9.34156], [12.22824, 19.44688, 9.95699], [13.07471, 16.78412, 10.30350], [16.83982, 13.97614, 10.20949], [16.45684, 15.25916, 10.81613], [15.53241, 16.17069, 10.13796], [15.75328, 14.96804, 12.48213], [16.08685, 16.35633, 13.08649], [17.49160, 16.66734, 12.79072], [17.75230, 16.33224, 11.29880], [16.35402, 14.31403, 13.05226], [14.78998, 14.64372, 12.19026], [15.44824, 17.13642, 12.71077], [15.96829, 16.30637, 14.15928], [18.12798, 15.98238, 13.35044], [17.70593, 17.75432, 12.95566], [18.74681, 15.77601, 11.18310], [17.89965, 17.13672, 10.54308], [19.11541, 13.76492, 14.48546], [19.48055, 12.46582, 13.86724], [20.84011, 12.07361, 13.76848], [18.50571, 11.28514, 14.60716], [17.97507, 10.35489, 13.52887], [17.59810, 11.34366, 12.41613], [18.69710, 12.34872, 12.17031], [17.70272, 11.91656, 15.00078], [19.16727, 10.94711, 15.46724], [18.77612, 9.70446, 13.22200], [17.03237, 9.86191, 13.72400], [16.80495, 11.84937, 12.86666], [17.10807, 10.84482, 11.56818], [18.39792, 13.36267, 11.81341], [19.39211, 11.87180, 11.41351], [10.29360, 15.79721, 9.41937], [11.10406, 14.85090, 8.66896], [12.56298, 14.86125, 8.80515], [10.52442, 13.14711, 8.93782], [10.67625, 12.40684, 7.61117], [10.25704, 13.36706, 6.51180], [10.72641, 14.84914, 6.87666], [9.38216, 13.20054, 9.13054], [11.01392, 12.66005, 9.76801], [11.70798, 11.98054, 7.45998], [9.93035, 11.62758, 7.65180], [9.20541, 13.34329, 6.61476], [10.55234, 13.05492, 5.50972], [9.94190, 15.57477, 6.69303], [11.59049, 15.20214, 6.42152], [13.37098, 13.07922, 5.17442], [14.53331, 13.85249, 5.40693], [14.51069, 15.29003, 5.16230], [14.95539, 13.66995, 7.18173], [16.42238, 13.09474, 7.13530], [16.49254, 12.21548, 5.89412], [16.00950, 13.16359, 4.79097], [14.32014, 12.84669, 7.56870], [14.84158, 14.60830, 7.63174], [16.95627, 13.91840, 6.84366], [16.77640, 12.75189, 8.10472], [15.91592, 11.28753, 5.98516], [17.53395, 11.91215, 5.75404], [15.80366, 12.62476, 3.86539], [16.61329, 14.03644, 4.63266], [9.42772, 9.71582, 9.36119], [9.64245, 9.33962, 10.74562], [10.96246, 9.54608, 11.28202], [8.38502, 10.10182, 11.77308], [7.43513, 8.94494, 12.18293], [7.53839, 7.75506, 11.22079], [9.02378, 7.62212, 10.94207], [7.92730, 10.82978, 11.10726], [8.97403, 10.55884, 12.57941], [7.83923, 8.71876, 13.14706], [6.48085, 9.49338, 12.30454], [6.99351, 7.96346, 10.25775], [7.06548, 6.86787, 11.65529], [9.13108, 7.00787, 10.08260], [9.52986, 7.29935, 11.80457], [13.47923, 12.26622, 11.35202], [13.38702, 11.13416, 12.82501], [14.01421, 12.07029, 14.19832], [14.31536, 9.69524, 12.64947], [12.32185, 10.97726, 12.88560]], "homo_lumo_gap_ev": 10.294, "max_force_ev_per_a": 4.33, "homo_energy_ev": -10.10, "multiplicity": 1, "smiles": "O=C1OC[C@@H](F)O1.O=C1OC[C@@H](F)O1.O=S1(=O)CCCC1.O=S1(=O)CCCC1.O=S1(=O)CCCC1.O=S1(=O)CCCC1.O=S1(=O)CCCC1.ClC(Cl)Cl"}

---

# 3
{"formula": "C4H8O2", "method": "ωB97M-V/def2-TZVPD", "species": ["O", "C", "C", "C", "C", "O", "H", "H", "H", "H", "H", "H", "H", "H"], "xyz": [[-0.70370, 2.08457, 1.62744], [-1.34752, 0.87787, 1.24871], [-0.55431, -0.36754, 0.57632], [0.19786, 0.03795, -0.72153], [1.57458, -0.67443, -1.12674], [1.41272, -1.89607, -1.88391], [-1.89286, 0.58186, 2.11502], [-2.18773, 1.23195, 0.54589], [-0.96603, -1.33464, 0.29427], [0.09597, -0.73036, 1.40798], [0.52819, 1.06428, -0.50038], [-0.56032, -0.04288, -1.66196], [2.22126, 0.06983, -1.77451], [2.18189, -0.90240, -0.14660]], "homo_lumo_gap_ev": 6.651, "max_force_ev_per_a": 2.77, "charge": -2, "homo_energy_ev": 0.95, "multiplicity": 1, "smiles": "[O-]CCCC[O-]"}

---

# 4
{"formula": "C56H54AsN4O2P2STi", "method": "ωB97M-V/def2-TZVPD", "species": ["Ti", "C", "O", "C", "N", "C", "C", "C", "C", "C", "C", "C", "C", "C", "C", "C", "C", "N", "C", "N", "C", "C", "O", "C", "C", "C", "C", "C", "C", "H", "H", "H", "H", "H", "H", "H", "H", "H", "H", "H", "H", "H", "H", "H", "H", "H", "H", "H", "C", "P", "C", "C", "C", "C", "C", "C", "C", "C", "C", "C", "C", "C", "C", "C", "C", "C", "C", "P", "C", "C", "C", "C", "C", "C", "C", "C", "C", "C", "C", "C", "N", "H", "H", "H", "H", "H", "H", "H", "H", "H", "H", "H", "H", "H", "H", "H", "H", "H", "H", "H", "H", "H", "H", "H", "H", "H", "H", "C", "As", "C", "C", "S", "H", "H", "H", "H", "H", "H", "H", "H", "H"], "xyz": [[-0.46644, 0.47756, -0.25014], [-1.37764, 0.96807, 5.02351], [-0.04238, 1.10268, 4.48099], [-0.06469, 0.40177, 3.31893], [-1.08227, -0.29004, 3.03882], [-2.02747, -0.14216, 4.16822], [-2.23796, -1.44632, 4.90043], [-3.47041, -2.08224, 4.84634], [-3.68646, -3.26354, 5.54483], [-2.66501, -3.81899, 6.30001], [-1.42445, -3.19276, 6.35198], [-1.21432, -2.01226, 5.65584], [1.17641, 0.51078, 2.51988], [2.35563, 0.65464, 3.19236], [3.57394, 0.73277, 2.48310], [3.51718, 0.68042, 1.11823], [2.27322, 0.55938, 0.48470], [1.06914, 0.47760, 1.16515], [2.18360, 0.53819, -0.93134], [1.03515, 0.50477, -1.57458], [1.31879, 0.44875, -3.01615], [2.85738, 0.62328, -3.05922], [3.28751, 0.57271, -1.67852], [0.84163, -0.78228, -3.75507], [0.01189, -1.74174, -3.20441], [-0.40197, -2.83291, -3.95722], [0.00722, -2.97053, -5.27351], [0.83230, -2.00519, -5.83904], [1.24266, -0.91958, -5.08397], [-1.88100, 1.92858, 4.91227], [-1.30155, 0.71693, 6.07779], [-2.98972, 0.19052, 3.77732], [-4.27044, -1.64397, 4.25837], [-4.65282, -3.74906, 5.49783], [-2.83349, -4.73648, 6.84881], [-0.62538, -3.61906, 6.94502], [-0.24328, -1.52872, 5.70270], [2.33327, 0.70930, 4.27156], [4.51500, 0.83748, 3.00470], [4.40321, 0.75334, 0.50263], [0.83060, 1.30388, -3.48676], [3.17045, 1.58236, -3.46823], [3.34977, -0.18315, -3.59533], [-0.29944, -1.65626, -2.17371], [-1.04580, -3.57869, -3.50727], [-0.31504, -3.82101, -5.85971], [1.15322, -2.09633, -6.86851], [1.86991, -0.16290, -5.54544], [-2.98458, -1.51815, -1.24841], [-2.22515, -1.26394, 0.41471], [-2.36622, -2.90730, 1.17846], [-3.44309, -3.74010, 0.86866], [-3.51029, -5.02447, 1.38860], [-2.49190, -5.49564, 2.20562], [-1.41807, -4.67461, 2.51542], [-1.35748, -3.38496, 2.01246], [-3.45848, -0.15666, 1.19312], [-3.04010, 1.12362, 1.54129], [-3.90209, 2.03623, 2.12404], [-5.20988, 1.65368, 2.39533], [-5.64230, 0.37574, 2.06456], [-4.77330, -0.52344, 1.45955], [-2.74800, -0.29228, -2.07825], [-3.28309, 0.08237, -3.27427], [-2.71874, 1.35383, -3.60102], [-1.86062, 1.69250, -2.59552], [-1.11937, 2.98619, -2.37485], [-1.15009, 3.40690, -0.56945], [0.61026, 3.64674, -0.08822], [0.84814, 3.67704, 1.28843], [2.11687, 3.92094, 1.79015], [3.17737, 4.12873, 0.91690], [2.96072, 4.08438, -0.45294], [1.68514, 3.84781, -0.95072], [-1.80450, 5.10916, -0.47391], [-3.12704, 5.26636, -0.06853], [-3.71205, 6.52631, -0.05449], [-2.97435, 7.63330, -0.44227], [-1.65091, 7.48158, -0.84229], [-1.06537, 6.22557, -0.85880], [-1.85824, 0.68066, -1.63129], [-4.05518, -1.70325, -1.15059], [-2.53542, -2.41300, -1.69086], [-4.23086, -3.40786, 0.20574], [-4.35300, -5.65827, 1.14505], [-2.53787, -6.50237, 2.60099], [-0.62676, -5.03674, 3.15958], [-0.52346, -2.74430, 2.25633], [-2.00086, 1.41383, 1.39904], [-3.55655, 3.03173, 2.37725], [-5.88983, 2.34944, 2.87033], [-6.66131, 0.07846, 2.27580], [-5.12917, -1.51415, 1.20169], [-4.00534, -0.47236, -3.85330], [-2.93297, 1.94777, -4.47700], [-1.62904, 3.77837, -2.92329], [-0.08557, 2.96735, -2.72348], [0.02507, 3.50604, 1.97648], [2.27949, 3.94129, 2.86034], [4.16913, 4.32496, 1.30352], [3.78457, 4.24036, -1.13799], [1.53940, 3.82087, -2.02419], [-3.70505, 4.39907, 0.23096], [-4.74173, 6.63964, 0.25900], [-3.42667, 8.61626, -0.43211], [-1.07262, 8.34577, -1.14214], [-0.02876, 6.12212, -1.15935], [4.17816, -3.24631, -1.18028], [2.87354, -3.63347, 0.17511], [2.63175, -5.53757, 0.15026], [3.72992, -3.23763, 1.84756], [1.07465, -2.62955, -0.11363], [5.10076, -3.79357, -0.98990], [4.36825, -2.17407, -1.17870], [3.75787, -3.53752, -2.14094], [3.57166, -6.05774, 0.32985], [2.22936, -5.80689, -0.82391], [1.90317, -5.79076, 0.91758], [4.63974, -3.82796, 1.95157], [3.03355, -3.47466, 2.64954], [3.96243, -2.17432, 1.87593]], "homo_lumo_gap_ev": [6.024, 6.842], "max_force_ev_per_a": 1.07, "charge": 1, "homo_energy_ev": [-8.47, -9.62], "multiplicity": 3}